Computed, not measured: a cluster of 18 separate species, C38H102BO42 in total at a distorted geometry, with the ωB97M-V functional and the def2-TZVPD basis.

Geometry as XYZ:
```
183
Properties=species:S:1:pos:R:3:forces:R:3:lowdin_charge:R:1
O -2.966714 1.299470 4.139644 -1.26 1.37 1.32 -0.040
O 3.156483 -5.333084 0.835181 0.45 0.62 -0.43 -0.068
O 2.341896 5.847254 -0.728522 0.24 0.85 0.18 -0.083
O -5.155052 -0.124109 -4.804592 -1.01 -0.47 -0.13 -0.058
O -3.780817 -1.245694 4.623984 -0.46 -0.24 0.30 -0.079
O 1.315214 -4.289804 5.706282 -0.96 0.19 0.57 -0.072
O -3.271760 -6.705663 1.543434 0.22 -0.18 0.74 -0.073
O 1.131368 -0.717807 -1.468963 0.35 0.37 -0.57 0.214
O -1.226581 -0.590393 -0.776895 0.58 0.35 -0.34 0.214
O -0.848244 -2.792943 1.876453 0.39 0.79 -0.29 0.119
O 2.601109 0.852082 3.507451 0.61 0.00 0.09 -0.073
O -1.378784 -6.250004 -0.692457 0.14 -1.18 -0.12 -0.061
O 4.313809 3.748033 -0.078506 0.85 -0.88 0.12 -0.096
O 0.473789 1.018981 -0.042743 0.65 0.14 -0.70 0.221
O 1.938908 2.573197 -0.757893 -0.08 -0.83 -0.11 0.141
O -3.862822 -2.342082 -3.324573 0.81 0.07 -0.08 -0.084
O -5.865838 -0.826403 2.487148 -0.62 0.52 0.59 -0.065
O 5.276656 2.776343 -2.724769 -0.05 0.97 0.53 -0.084
O 6.508989 -1.445490 -4.835838 1.04 -0.66 -0.21 -0.054
O 3.023950 4.484193 5.326132 0.24 0.15 -0.17 -0.055
O 2.966180 0.262419 -2.380889 -1.33 0.24 0.83 0.131
O -3.233829 2.568082 1.331584 0.45 -0.43 0.72 -0.078
O 1.708675 3.518960 2.926053 0.39 -0.36 -0.09 -0.082
O -2.868394 -1.972670 -0.120672 -0.15 0.00 0.08 0.158
O -1.749024 2.284273 -4.477050 0.30 -0.46 -0.28 -0.063
O -3.384393 -3.956978 5.899190 -0.35 -0.11 0.63 -0.061
O 4.674664 -2.907635 -0.121419 0.73 0.05 -0.20 -0.045
O -6.650443 -2.639460 -2.891742 0.11 -0.47 0.06 -0.062
O 1.727429 -6.688880 3.022367 -0.24 -0.70 -0.42 -0.061
O 0.574160 -5.268203 -2.989207 0.83 0.23 0.18 -0.059
O 3.727067 7.646801 1.570521 0.60 -1.08 0.46 -0.060
O -7.032313 0.265280 -0.109831 0.21 -0.25 0.42 -0.067
O 0.239848 4.772647 0.622255 -0.54 -1.24 0.18 -0.094
O -1.806849 4.008717 -1.799745 0.33 -0.42 -1.57 -0.081
O -1.681560 -3.703431 -2.237210 0.27 0.15 0.01 -0.060
O -2.701860 5.092779 0.513926 0.04 1.32 0.23 -0.100
O 4.294451 -3.494334 -4.794066 -0.05 0.31 0.83 -0.073
O -4.912985 -5.081962 -2.101653 0.29 1.02 -0.16 -0.063
O 2.710973 5.676829 -4.448491 -0.58 0.92 -0.66 -0.069
O 0.434592 -1.309400 0.745296 -0.08 0.63 -0.24 0.200
O 2.531912 -1.930584 4.840837 -0.06 -0.16 -0.24 -0.070
O 1.580741 3.063469 -5.580163 -0.51 1.05 0.40 -0.081
C -1.764345 -1.534852 -0.022524 0.34 0.02 0.74 -0.363
C 3.022014 4.105789 2.916379 -1.13 1.24 -0.62 -0.212
C -2.873367 -2.280066 4.273400 1.49 0.37 -0.55 -0.221
C -0.674519 -1.946813 1.033942 -0.99 -1.15 -0.20 -0.371
C -0.513050 5.751192 1.313008 1.14 0.25 -0.86 -0.213
C 1.483644 1.455047 -0.800639 -0.33 0.81 0.73 -0.324
C -3.432922 -0.972542 -3.318803 -1.10 -0.08 -0.01 -0.192
C -5.737231 -0.296645 0.145146 0.21 0.21 -0.19 -0.220
C 3.006504 7.114813 -0.737839 0.02 0.12 0.15 -0.187
C -2.031384 2.417588 2.127855 -0.57 0.18 0.23 -0.183
C -5.564627 -4.103973 -1.269918 -0.13 -1.03 -1.00 -0.224
C -3.771522 -0.275339 -4.633132 1.02 0.55 0.01 -0.239
C 3.121431 5.106809 4.050994 0.10 -0.11 0.29 -0.244
C -5.167202 -0.020501 1.545439 0.41 -0.78 -1.52 -0.213
C 2.285213 4.546212 -3.718489 0.81 -0.61 0.01 -0.239
C 0.958875 -5.853838 3.832289 0.40 1.05 1.24 -0.254
C -2.531572 -5.510902 1.304488 -0.31 -0.03 -1.07 -0.227
C 1.965582 0.287607 -1.687360 0.98 -0.55 -0.46 -0.342
C 1.490759 -0.005526 3.611875 -0.29 -1.02 0.19 -0.228
C 2.541027 3.256754 -4.513714 -0.75 -0.08 -0.58 -0.208
C -1.829906 2.573592 -2.043793 0.33 0.52 1.10 -0.186
C 1.933230 -5.127068 4.775801 0.67 -0.13 0.07 -0.268
C 3.284225 -3.058822 -0.215641 -0.26 -0.36 1.13 -0.236
C -6.884494 -3.641976 -1.916081 0.26 -0.29 2.22 -0.227
C -1.736349 6.162423 0.499575 0.45 0.12 0.39 -0.186
C 5.590997 3.106588 -0.247978 -0.02 0.74 -1.74 -0.184
C 2.025979 -1.499115 3.584037 -1.01 2.50 -0.24 -0.189
C 0.672485 -3.923309 -2.485516 -1.14 -0.85 -1.04 -0.212
C -2.388869 -3.034077 5.492860 -0.41 -0.13 -0.43 -0.224
C -1.036185 2.068230 -3.274017 -1.45 2.06 1.47 -0.205
C 5.147140 -1.230925 -5.065308 -0.86 1.09 1.77 -0.259
C 2.863302 7.971748 0.520373 -0.37 1.03 -0.53 -0.257
C -0.598687 -3.268200 -3.034591 1.03 0.52 0.79 -0.211
C 6.131926 3.335125 -1.701730 -0.01 -1.55 0.22 -0.201
C 4.229393 -2.173637 -4.228845 0.60 0.73 -1.93 -0.222
C 2.729150 -3.959101 0.891662 -0.61 -0.23 -0.07 -0.200
C -2.066982 1.234000 3.124921 0.88 -0.24 -2.14 -0.275
C -1.178654 -5.771436 0.609251 -1.31 1.25 0.55 -0.237
B 0.179196 -0.368808 -0.404956 -0.17 -0.81 0.64 -0.902
H -4.661654 -1.476460 4.310308 -0.01 0.16 -0.24 0.082
H 1.828148 8.016089 0.874676 -0.16 -0.34 -0.18 0.105
H -3.250489 5.247262 1.289839 -0.11 -0.29 0.03 0.112
H 3.607782 3.720844 5.272487 -0.06 -0.11 0.29 0.082
H -1.761778 4.219231 -0.859691 0.07 -0.66 -0.24 0.017
H 2.610052 7.695855 -1.571229 -0.43 -0.09 0.06 0.123
H -2.417346 -4.941134 2.226305 0.07 -0.38 0.20 0.100
H -7.648673 -0.248920 0.420688 -0.12 0.06 -0.03 0.072
H -1.180592 2.316856 1.451461 0.14 -0.46 0.07 0.101
H 1.752178 2.290130 -6.119478 0.38 -0.13 0.31 0.074
H 0.270622 -6.428402 4.454182 0.11 -0.37 -0.18 0.125
H -1.318497 2.134822 -1.186724 -0.35 -0.36 0.13 0.097
H 3.309597 -5.513747 -0.097726 -0.10 -0.45 0.05 0.086
H 2.309585 1.748666 3.286908 -0.38 0.10 0.11 0.033
H -5.625842 -4.693433 -0.354680 -0.96 0.46 0.24 0.126
H -1.807200 3.329786 2.688918 -0.32 0.17 0.18 0.106
H 4.880292 -1.143882 -6.121469 -0.06 -0.47 -0.09 0.121
H -7.480373 -2.471041 -3.343917 0.12 0.17 -0.16 0.102
H -0.708266 -3.508604 -4.094002 -0.08 -0.33 0.01 0.129
H 1.460065 3.505076 1.991163 -0.56 0.02 0.01 0.065
H -2.226202 -2.316278 6.300756 0.32 0.10 -0.10 0.125
H 4.062650 7.024776 -1.001891 0.14 -0.34 0.30 0.127
H 0.666370 -3.994297 -1.395400 -0.11 0.51 0.11 0.106
H 3.060198 4.722881 2.015186 0.49 -0.14 -0.13 0.100
H -0.445739 -2.185962 -2.986363 -0.26 0.13 0.18 0.102
H 3.750818 2.993744 -0.293856 -0.98 0.67 -0.12 0.042
H -0.693894 -4.796908 0.497483 0.37 -0.10 0.63 0.087
H -2.005663 -1.810517 3.800135 0.09 0.23 0.20 0.095
H 1.199193 -2.133953 3.270929 0.15 -0.32 0.30 0.102
H 2.515946 -5.870937 5.329513 -0.17 -0.35 -0.08 0.115
H 4.514145 -2.110395 -3.179982 0.25 -0.57 -0.05 0.109
H 0.887855 0.198636 4.503401 0.35 -0.21 0.46 0.117
H -1.894208 3.224890 -4.612080 0.22 0.08 0.18 0.097
H 0.824477 5.202662 -0.024252 -0.02 0.08 0.04 0.051
H -5.126627 1.042122 1.780495 -0.13 -0.07 0.18 0.115
H 3.111907 9.004877 0.248211 -0.15 0.03 -0.51 0.116
H -3.067803 3.295481 0.715688 0.05 -0.27 0.13 0.034
H -3.899483 -3.476382 6.552156 -0.29 -0.31 -0.01 0.076
H 5.028181 1.875644 -2.488374 -0.04 -0.04 0.08 0.064
H -5.002834 -3.201792 -1.011755 0.53 -0.17 -0.34 0.089
H -3.160894 -4.910478 0.639793 0.27 0.41 -0.12 0.104
H 1.249933 4.664636 -3.399719 -0.07 0.12 -0.34 0.119
H 2.320248 5.844680 3.980061 -0.41 -0.41 -0.06 0.117
H -3.239605 0.429033 4.470834 0.11 -0.21 -0.40 0.048
H -5.746179 -1.378279 -0.011673 -0.16 -0.09 0.19 0.099
H 6.966751 -1.723861 -5.631110 -0.10 -0.14 0.01 0.083
H 7.063223 2.772242 -1.811728 0.37 0.20 0.44 0.108
H 3.651032 5.592892 -4.624467 0.02 -0.13 0.06 0.078
H -3.365832 0.736286 -4.710001 0.62 -0.23 0.42 0.096
H 0.329279 -5.123674 3.313326 0.15 0.05 -0.38 0.105
H 3.761825 3.307211 2.832315 0.37 0.24 0.43 0.122
H -0.897204 1.004658 -3.088157 0.21 -0.06 -0.50 0.112
H -1.039001 1.188722 3.502669 0.10 -0.15 -0.03 0.101
H 3.221820 -1.755947 -4.297007 -0.17 -0.12 0.00 0.101
H -4.809119 -2.428577 -3.158452 -0.31 0.57 -0.19 0.040
H 2.706505 -4.592568 4.213038 -0.22 0.21 -0.34 0.107
H -1.507846 -5.492025 -1.274188 -0.12 0.13 -0.15 0.046
H -2.370502 -3.023996 -2.254136 -0.37 -0.36 -0.16 0.041
H 2.932954 5.181530 -0.356713 0.37 -0.20 -0.04 0.049
H 1.636517 -3.963937 0.829787 -0.10 0.22 0.01 0.102
H -2.134744 7.108043 0.875387 -0.36 -0.14 0.21 0.121
H -4.519263 -4.612166 -2.846699 0.24 -0.15 -0.03 0.068
H -1.463462 6.368901 -0.535454 0.06 -0.31 -0.07 0.125
H 6.301991 3.448733 0.502703 0.00 0.08 -0.02 0.117
H 5.013402 -0.226918 -4.646085 -0.61 0.09 -0.16 0.106
H 2.992211 -3.435066 -1.199118 -0.11 0.08 -0.06 0.103
H -3.316949 -7.223718 0.734491 0.20 0.23 -0.23 0.077
H 2.896351 4.578436 -2.813058 -0.21 -0.86 0.15 0.095
H -5.438581 0.542188 -4.172093 -0.13 -0.01 -0.01 0.087
H 2.464934 2.375886 -3.875898 0.56 0.09 0.26 0.094
H -2.881130 2.284824 -2.069639 0.01 -0.41 -0.10 0.121
H -3.354182 -0.819760 -5.481845 -0.28 -0.26 0.03 0.126
H 0.238221 6.538591 1.436348 -0.73 0.77 0.38 0.106
H -0.133853 2.678926 -3.181715 0.52 -0.47 -0.61 0.107
H -0.644848 -6.453989 1.271713 0.46 -0.19 -0.54 0.118
H 2.865236 -2.067215 -0.046694 -0.17 -0.07 -0.25 0.112
H 1.575640 -3.422012 -2.839388 0.00 0.06 -0.10 0.101
H 2.275954 -6.165488 2.426053 -0.06 0.00 -0.17 0.043
H -3.968645 -0.445947 -2.522850 0.05 0.09 0.13 0.109
H 3.258101 -1.372284 5.131622 -0.02 0.19 -0.22 0.102
H -6.524486 -0.238608 2.869758 -0.12 -0.24 0.20 0.091
H -3.241273 -2.907556 3.460423 -0.38 -0.30 0.37 0.126
H -2.278433 0.338839 2.524956 0.34 -0.18 -0.14 0.107
H -4.153683 -0.423078 1.523823 0.11 0.25 0.04 0.096
H -5.095366 0.074621 -0.654903 0.16 0.32 0.28 0.105
H 2.993824 -3.611500 1.889462 0.17 0.21 -0.12 0.108
H -1.475984 -3.603913 5.313757 0.06 0.18 -0.19 0.112
H 0.765489 0.195345 2.819454 0.31 -0.40 -0.48 0.089
H -0.785260 5.370524 2.297543 -0.07 -0.09 -0.05 0.117
H 3.639756 8.309367 2.258893 -0.03 -0.01 0.03 0.088
H 6.358751 4.369475 -1.951317 -0.45 0.10 0.06 0.113
H 5.443087 2.028011 -0.164603 0.18 -0.10 0.31 0.122
H -2.383474 -0.950456 -3.027642 0.09 0.01 -0.39 0.094
H -7.409535 -3.224152 -1.048493 -0.45 0.30 -0.18 0.109
H -7.471708 -4.494304 -2.259182 0.17 0.00 -0.40 0.120
H 4.354276 -3.346447 -5.741087 -0.10 -0.24 -0.07 0.070
H 1.301910 -5.746646 -2.579865 -0.17 -0.37 -0.11 0.081
H 1.684994 -3.399332 5.719633 0.21 -0.07 -0.45 0.047
H 3.508485 3.390390 -5.000776 0.37 -0.40 0.43 0.110
H 5.090066 -3.723547 -0.414577 0.12 0.01 0.09 0.087
H 2.765730 -1.436023 2.783885 0.35 -0.53 0.14 0.112
H 4.000841 5.754347 3.968319 0.48 -0.45 -0.07 0.110
```
Forces are in eV/Å.

Output
- orbital gap (eV) = 8.59
- E_tot (eV) = -127731.894
- highest occupied orbital energy (Eh) = -0.2545
- total charge = -1